(1)
Formula: C7H10ClNRh
Source: OMol25
Level of theory: the ωB97M-V functional and the def2-TZVPD basis

```
20
Properties=species:S:1:pos:R:3:forces:R:3
C -1.3352 -1.1610 0.0119 -2.0 -1.1 0.7
C -1.8030 0.1776 0.2452 -2.6 -0.6 0.5
C -1.3626 0.5877 1.5440 -1.7 -0.8 0.9
C -0.6608 -0.5095 2.1439 -1.3 0.0 0.7
C -0.6452 -1.5888 1.2076 -1.6 -1.0 -0.1
Rh 0.2872 0.1097 0.2828 5.5 2.9 2.5
N 1.4223 -0.9713 -0.8805 2.5 -2.2 -2.7
C 1.3417 0.2818 -1.7554 0.9 -1.3 -0.9
C 0.3431 1.3045 -1.2951 -0.5 2.8 -2.9
H -1.5190 1.5670 1.9844 0.2 -0.2 -0.1
H -2.3547 0.7851 -0.4609 0.1 -0.1 0.2
H -0.1719 -0.4950 3.1107 0.0 0.0 -0.3
H -0.1490 -2.5431 1.3404 0.0 0.2 -0.1
H -1.4926 -1.7455 -0.8902 0.1 0.1 0.3
H -0.5653 1.3250 -1.9041 0.3 0.4 0.0
H 2.3455 0.7298 -1.8951 -0.4 -0.2 0.4
H 2.3784 -1.0446 -0.5135 -0.3 0.2 0.0
H 0.8028 2.2677 -1.0519 -0.4 0.0 -0.1
H 0.9952 -0.0982 -2.7349 0.1 0.1 0.3
Cl 2.1430 1.0211 1.5108 1.2 0.7 0.7
```
Forces are in eV/Å.

The calculation puts the LUMO energy (alpha / beta) at 4.05 / 3.16 eV. Its multiplicity is 5. The net charge is -1. Its total energy is -24436.4341 eV.

=====

(2)
Formula: C17H25MnN4OSeSi
Source: OMol25
Level of theory: the ωB97M-V functional and the def2-TZVPD basis

```
50
Properties=species:S:1:pos:R:3:forces:R:3
Mn 0.3991 -0.4321 0.5755 -0.2 0.1 0.1
C 3.5689 -2.0216 -0.7319 0.1 0.0 0.0
C 3.3667 -0.5427 -0.7164 0.0 0.0 -0.1
C 4.4082 0.3386 -0.9092 0.0 0.0 0.0
C 4.1567 1.7120 -0.8408 0.1 0.0 0.0
C 2.8969 2.1879 -0.5909 -0.2 0.1 -0.1
C 1.8482 1.2558 -0.4375 0.3 -0.1 0.2
N 2.1151 -0.0794 -0.5209 0.0 -0.1 0.1
N 0.5610 1.4493 -0.0874 0.0 0.2 0.1
Si -0.2005 2.9054 0.5154 0.0 -0.1 0.0
C 0.3425 3.2706 2.2663 0.1 0.0 -0.1
C 0.1954 4.3655 -0.5995 -0.1 0.0 0.1
C -2.0476 2.5897 0.4894 0.0 0.0 0.0
H 4.5954 -2.2573 -1.0062 0.0 0.0 0.0
H 2.8936 -2.5060 -1.4338 0.0 0.0 0.0
H 3.3656 -2.4473 0.2524 0.0 0.0 0.0
H 5.4011 -0.0403 -1.0992 0.0 0.0 0.0
H 4.9757 2.4093 -0.9669 0.0 0.0 0.0
H 2.7009 3.2450 -0.5024 0.0 0.0 0.0
H 1.4273 3.3926 2.3231 0.0 0.0 0.0
H 0.0669 2.4410 2.9176 0.0 0.0 0.0
H -0.1137 4.1877 2.6444 0.0 0.0 0.0
H 1.1462 4.8366 -0.3482 0.0 0.0 0.0
H -0.5798 5.1254 -0.4752 0.0 0.0 0.0
H 0.2191 4.0905 -1.6546 0.0 0.0 0.0
H -2.3301 1.8415 1.2326 0.1 -0.1 0.0
H -2.3928 2.2626 -0.4950 0.0 0.0 0.0
H -2.5978 3.5031 0.7238 0.0 0.0 0.0
N -1.3325 -0.5655 -0.9160 0.0 0.1 -0.1
C -2.1901 -1.6961 -1.0867 0.0 0.0 0.1
C -3.3067 -1.8281 -0.2712 0.0 0.0 0.0
C -4.1114 -2.9496 -0.3850 0.0 0.0 0.0
C -3.8056 -3.9424 -1.3048 0.0 0.0 0.0
C -2.6862 -3.8046 -2.1109 0.0 0.0 0.0
C -1.8769 -2.6842 -2.0068 0.0 0.0 0.0
H -1.8506 0.2353 -0.5680 0.0 0.0 0.0
H -0.8867 -0.2763 -1.7811 -0.1 -0.1 0.0
H -3.5357 -1.0604 0.4585 0.0 0.0 0.0
H -4.9783 -3.0493 0.2550 0.0 0.0 0.0
H -4.4315 -4.8204 -1.3860 0.0 0.0 0.0
H -2.4232 -4.5783 -2.8198 0.0 0.0 0.0
H -0.9868 -2.5989 -2.6170 0.0 0.0 0.0
Se 0.4166 -2.7634 1.2772 0.1 -0.4 -0.3
C 0.7835 -3.5974 -0.3315 0.0 0.1 0.3
N 1.0144 -4.1268 -1.3302 0.0 0.0 0.0
C -0.8490 -0.6217 3.3154 0.0 0.1 0.0
O -0.4987 -0.0215 2.1011 0.0 0.2 -0.1
H -1.9390 -0.6831 3.4024 0.0 0.0 0.0
H -0.4646 -0.0155 4.1432 0.0 0.0 0.0
H -0.4495 -1.6351 3.4377 0.0 0.0 0.0
```
Forces are in eV/Å.

The calculation puts the LUMO energy (alpha / beta) at -0.98 / 0.19 eV. Its multiplicity is 5. Its total energy is -130589.7723 eV.

=====

(3)
Formula: C12H10BCl4F6NO2P
Source: OMol25
Level of theory: the ωB97M-V functional and the def2-TZVPD basis

```
37
Properties=species:S:1:pos:R:3:forces:R:3
C 1.9938 -1.5987 1.1293 0.6 -0.3 0.3
C 2.2879 -0.1684 1.6026 -0.6 -0.1 -0.2
F 3.4716 -0.1796 2.3626 0.1 0.0 -0.2
B 2.3065 1.0076 0.4720 -0.6 0.4 0.3
O 3.6425 1.2559 -0.1784 0.0 -0.3 -0.1
C 4.2824 0.2302 -0.5804 -0.1 0.1 0.0
N 4.8612 -0.6904 -0.9746 0.1 0.0 0.0
P 1.9805 2.7111 1.4736 1.7 -0.1 0.6
O 3.1329 3.0610 2.3727 -0.1 0.1 0.0
C 1.1347 0.8362 -0.6745 -0.1 0.4 0.1
F 1.4833 -0.0712 -1.6569 0.1 0.0 0.0
F 1.0056 2.0545 -1.3567 0.1 -0.1 -0.1
C -0.2647 0.4916 -0.2073 -0.1 -0.3 -0.2
C -0.7797 -0.7781 -0.4437 0.0 -0.3 0.1
C -2.0640 -1.1163 -0.0466 -0.2 0.4 0.4
C -2.8671 -0.1769 0.5861 0.1 -0.2 -0.1
C -2.3591 1.0910 0.8215 -0.2 -0.1 0.0
C -3.2149 2.1188 1.5017 0.2 -0.1 0.4
F -4.1693 1.5437 2.2704 0.0 0.1 -0.2
F -2.4868 2.9000 2.3292 -0.1 0.0 -0.2
F -3.8449 2.9401 0.6376 0.0 -0.1 0.1
C -1.0732 1.4238 0.4250 0.1 0.2 0.1
H 2.7462 -2.2472 1.5851 0.0 0.0 0.0
H 2.0879 -1.7375 0.0541 -0.1 0.0 0.0
H 1.0322 -1.9605 1.4936 -0.1 0.1 -0.2
H 1.4947 0.0987 2.3148 0.1 0.0 0.1
H 1.7683 3.8035 0.5907 -0.7 -0.1 0.0
H 0.8216 2.5704 2.2860 -0.4 0.1 -0.5
H -0.1738 -1.5196 -0.9435 0.2 0.1 0.1
H -2.4761 -2.1058 -0.1821 0.2 -0.1 -0.1
H -3.8701 -0.4543 0.8782 0.0 0.1 0.1
H -0.7176 2.4274 0.6149 0.1 0.0 -0.1
C -2.2315 -3.5508 -4.1092 0.0 0.0 0.0
Cl -2.5080 -2.3488 -5.3729 0.0 0.0 0.0
Cl -1.9436 -2.7320 -2.5751 -0.1 -0.2 -0.4
Cl -3.6593 -4.5905 -3.9677 0.0 0.0 0.0
Cl -0.8300 -4.5385 -4.5321 0.0 0.0 0.0
```
Forces are in eV/Å.

The calculation puts the LUMO energy at 1.80 eV. The net charge is -1. Its total energy is -94554.5487 eV.